Molecular formula: C4H7N3
Method: DFT, ωB97M-V/def2-TZVPD

Properties
LUMO level   0.0174 hartree

The geometry in XYZ format:
```
14
C4H7N3 | the Open Molecules 2025 dataset | ωB97M-V/def2-TZVPD
C 0.421 1.660 0.394
C -1.040 -2.131 1.004
N -0.413 -0.879 0.650
C 0.690 1.613 -1.031
C 0.238 -0.776 -0.445
N 0.961 0.313 -0.745
N 0.980 2.319 -2.033
H 0.881 3.312 -1.833
H -0.591 1.719 0.769
H 1.215 1.803 1.116
H 0.312 -1.581 -1.186
H -0.625 -2.495 1.948
H -0.918 -2.911 0.239
H -2.111 -1.966 1.153
```



Molecular formula: C20H31N3O2S
Method: DFT, ωB97M-V/def2-TZVPD

Properties
LUMO level   0.0193 hartree

The geometry in XYZ format:
```
57
C20H31N3O2S | the Open Molecules 2025 dataset | ωB97M-V/def2-TZVPD
C -0.881 5.059 1.144
C -1.309 4.220 -0.057
C -1.014 2.734 0.149
C 0.511 2.500 0.237
N 0.949 1.167 -0.149
C 1.742 1.072 -1.363
C 0.513 0.114 0.585
O -0.245 0.285 1.532
C 0.991 -1.276 0.189
C 0.691 -2.336 1.242
C 0.553 -3.727 0.615
C 0.136 -4.766 1.654
C 1.101 -4.798 2.837
C 1.273 -3.406 3.442
C 1.705 -2.415 2.380
C 2.509 -1.230 2.812
C 3.182 -2.370 2.090
N -1.613 1.875 -0.867
C -1.515 2.054 -2.202
O -0.824 2.920 -2.720
C -2.223 1.025 -3.022
C -2.347 -0.296 -2.684
S -3.150 -1.115 -3.926
N -3.334 0.206 -4.879
C -2.805 1.265 -4.309
C -2.866 2.585 -5.012
H -1.177 6.099 1.010
H -1.340 4.696 2.066
H 0.201 5.046 1.285
H -2.384 4.335 -0.216
H -0.818 4.569 -0.964
H -1.454 2.404 1.087
H 1.014 3.199 -0.432
H 0.832 2.708 1.259
H 1.835 0.042 -1.690
H 1.264 1.641 -2.162
H 2.745 1.478 -1.207
H 0.481 -1.542 -0.745
H 2.055 -1.254 -0.055
H -0.269 -2.070 1.695
H -0.182 -3.695 -0.195
H 1.510 -4.017 0.165
H -0.868 -4.517 2.017
H 0.068 -5.753 1.193
H 0.748 -5.501 3.594
H 2.077 -5.160 2.497
H 0.328 -3.072 3.883
H 2.011 -3.429 4.248
H 2.390 -0.292 2.286
H 2.700 -1.114 3.871
H 3.822 -3.031 2.661
H 3.525 -2.202 1.077
H -2.228 1.151 -0.538
H -1.989 -0.796 -1.797
H -2.617 3.402 -4.342
H -2.148 2.597 -5.834
H -3.859 2.730 -5.433
```



Molecular formula: C4H10S
Method: DFT, ωB97M-V/def2-TZVPD

Properties
LUMO level (alpha / beta)   -0.3367 / -0.3149 hartree
Total charge   +1
2S+1   2

The geometry in XYZ format:
```
15
C4H10S | the Open Molecules 2025 dataset | ωB97M-V/def2-TZVPD
C 0.170 0.949 1.678
C -0.515 0.505 0.413
C 0.331 -0.262 -0.624
C -0.351 -0.418 -1.945
S 0.800 -2.474 1.416
H 1.012 0.295 1.933
H -0.471 0.900 2.558
H 0.594 1.951 1.646
H -1.282 -0.248 0.619
H -0.896 1.339 -0.189
H 1.379 0.055 -0.636
H 0.495 -1.314 -0.001
H -1.345 -0.834 -1.843
H -0.190 0.568 -2.402
H 0.270 -1.012 -2.623
```



Molecular formula: C33H65N3O17
Method: DFT, ωB97M-V/def2-TZVPD

Properties
LUMO level   0.0157 hartree
SMILES   CC1(C)CCCC(C)(C)N1O.COCCNCCOC.COCCNCCOC.O=C1OCCO1.O=C1OCCO1.O=C1OCCO1.O=C1OCCO1

The geometry in XYZ format:
```
118
C33H65N3O17 | the Open Molecules 2025 dataset | ωB97M-V/def2-TZVPD
C 8.238 -1.857 -3.239
C 9.285 -0.954 -2.618
O 10.425 -1.219 -3.493
C 10.151 -2.240 -4.253
O 10.937 -2.660 -5.125
O 8.925 -2.558 -4.233
H 7.444 -1.253 -3.678
H 7.835 -2.638 -2.595
H 9.436 -1.291 -1.593
H 9.052 0.108 -2.547
C 3.882 3.625 1.225
C 2.387 3.370 1.214
O 2.245 1.982 1.223
C 3.304 1.439 1.400
O 3.423 0.222 1.617
O 4.288 2.299 1.079
H 4.399 3.928 2.135
H 4.227 4.214 0.375
H 1.849 3.784 0.362
H 1.908 3.781 2.103
C -2.591 8.589 8.695
C -1.958 9.181 7.407
O -1.565 7.959 6.772
C -1.832 6.877 7.457
O -1.539 5.731 7.092
O -2.191 7.205 8.664
H -3.669 8.752 8.719
H -2.284 9.098 9.609
H -1.188 9.890 7.711
H -2.795 9.612 6.856
C 2.638 10.755 -7.392
C 2.476 9.702 -8.478
O 1.958 8.556 -7.819
C 2.547 8.552 -6.620
O 2.948 7.511 -6.050
O 2.664 9.882 -6.246
H 1.861 11.516 -7.320
H 3.623 11.223 -7.388
H 3.399 9.539 -9.034
H 1.703 10.156 -9.100
C 2.173 -8.570 -4.021
C 1.072 -8.003 -3.011
C -0.428 -8.268 -3.383
C -0.804 -9.695 -3.152
C -0.687 -9.892 -1.597
C 0.697 -9.664 -1.064
N 1.241 -8.349 -1.572
O 2.408 -7.892 -1.027
C 0.403 -9.557 0.371
C 1.635 -10.845 -1.403
C 1.086 -6.391 -3.047
H 1.958 -9.637 -4.070
H 3.167 -8.467 -3.584
H 2.219 -8.170 -5.035
H -0.981 -7.529 -2.802
H -0.561 -7.998 -4.430
H -0.310 -10.427 -3.790
H -1.834 -9.819 -3.488
H -0.962 -10.931 -1.415
H -1.392 -9.233 -1.090
H -0.244 -10.361 0.722
H 1.283 -9.542 1.014
H -0.018 -8.633 0.766
H 2.617 -10.531 -1.050
H 1.272 -11.813 -1.057
H 1.739 -10.887 -2.487
H 2.138 -6.115 -2.975
H 0.520 -5.990 -2.206
H 0.634 -5.890 -3.903
H 2.286 -6.948 -0.908
C 7.862 -7.375 3.443
O 7.963 -6.234 4.303
C 6.695 -5.523 4.520
C 5.725 -6.419 5.352
N 4.706 -5.513 5.905
C 3.649 -6.117 6.758
C 2.385 -5.221 6.839
O 1.969 -5.015 5.507
C 0.785 -4.200 5.490
H 7.272 -8.125 3.970
H 8.869 -7.783 3.352
H 7.471 -7.227 2.436
H 6.261 -5.197 3.575
H 6.988 -4.516 4.817
H 6.186 -7.026 6.131
H 5.314 -7.142 4.648
H 4.155 -4.954 5.269
H 4.084 -6.339 7.733
H 3.253 -7.056 6.370
H 2.712 -4.270 7.259
H 1.670 -5.600 7.569
H 0.308 -3.671 6.315
H -0.107 -4.717 5.134
H 0.921 -3.501 4.665
C -13.557 6.711 -0.399
O -12.859 7.655 -1.190
C -13.081 9.042 -0.984
C -12.550 9.644 -2.373
N -11.108 9.273 -2.671
C -10.040 10.124 -2.164
C -8.610 9.844 -2.808
O -8.047 8.698 -2.249
C -6.698 8.464 -2.741
H -13.137 5.705 -0.425
H -14.641 6.657 -0.493
H -13.257 6.883 0.634
H -12.411 9.369 -0.189
H -14.156 9.043 -0.805
H -12.760 10.713 -2.410
H -13.190 9.292 -3.181
H -10.959 8.289 -2.842
H -9.887 10.106 -1.085
H -10.247 11.192 -2.226
H -8.034 10.749 -2.617
H -8.904 9.822 -3.857
H -6.395 7.442 -2.515
H -6.007 9.068 -2.152
H -6.735 8.631 -3.818
```



Values of max |F|, in order: 0.0525; 0.0105; 0.0521; 0.1841, all in Eh/bohr.
Values of energy relative to the best compared isomer or geometry (same formula, charge and spin), in order: 81.1; 4.5; 69.1; 154.6, all in kcal per mole.